This record from the OMol25 dataset describes a structure of composition C38H54AuBN6O3S at a distorted geometry. The level of theory is ωB97M-V/def2-TZVPD.

Geometry as XYZ:
```
104
Properties=species:S:1:pos:R:3:forces:R:3:lowdin_charge:R:1
Au -0.613281 0.279143 -0.495479 -1.842 -0.168 -1.033 1.195
O 0.943672 0.194785 -7.368472 0.031 0.108 0.247 -0.058
C 0.212868 -0.903500 -7.925794 -0.094 -0.207 0.033 -0.206
N -0.837660 -1.251188 -7.015493 0.164 0.101 -0.172 0.092
C -0.609076 -2.091088 -5.956268 -0.172 0.039 -0.021 -0.443
O 0.377758 -2.779436 -5.841672 0.050 0.152 0.055 0.113
C -1.652326 -1.997168 -4.878326 0.158 -0.053 0.170 -0.115
C -3.016806 -1.856305 -5.094971 0.075 0.042 -0.001 0.005
C -3.844095 -1.624459 -4.006943 -0.040 -0.044 0.064 -0.024
C -3.267874 -1.505247 -2.751627 -0.055 -0.031 -0.139 -0.130
N -1.962502 -1.654767 -2.536295 0.272 0.277 0.469 0.045
C -1.176859 -1.929864 -3.570057 -0.237 -0.215 -0.282 -0.111
H 1.827800 0.217448 -7.751233 -0.032 -0.009 -0.071 0.105
H 0.859813 -1.771080 -8.043903 -0.008 0.031 -0.046 0.136
H -0.225543 -0.608915 -8.879245 0.039 -0.028 0.017 0.136
H -1.659828 -0.671513 -7.020114 -0.024 -0.014 0.071 0.137
H -3.431075 -1.935936 -6.092718 -0.016 0.009 -0.004 0.131
H -4.913551 -1.527609 -4.127498 -0.010 0.005 -0.018 0.117
H -3.867117 -1.283685 -1.876265 -0.027 0.033 -0.053 0.087
H -0.121336 -2.089943 -3.377266 0.013 0.057 -0.002 0.131
C -4.551886 -1.663359 1.096014 0.310 0.117 0.014 -0.202
S -3.423468 -0.337995 1.579073 -1.044 -0.266 0.818 0.930
C -4.641873 0.994186 1.654627 0.326 -0.059 -0.066 -0.202
O -2.669670 -0.025015 0.290298 1.790 0.334 -1.161 -0.623
H -5.204549 -1.873383 1.941594 0.022 0.035 0.078 0.078
H -3.948783 -2.540471 0.875633 0.060 -0.023 0.055 0.050
H -5.135541 -1.370583 0.225012 0.034 0.121 0.021 0.062
H -5.309244 0.821340 2.497303 0.027 -0.100 0.032 0.079
H -5.192378 1.034232 0.717284 -0.008 -0.072 -0.026 0.070
H -4.101286 1.926313 1.805035 0.055 -0.016 0.055 0.055
N 0.772318 1.078852 -4.463281 0.063 0.041 -0.013 0.123
C 1.953299 1.391857 -3.839078 0.042 -0.028 0.236 -0.017
C 1.706874 1.358235 -2.504446 0.183 0.079 -0.372 -0.100
N 0.385566 1.025264 -2.320483 0.129 -0.470 1.428 -0.026
C -0.150585 0.870648 -3.523536 -0.398 -0.080 -0.237 -0.169
H 0.683838 0.938368 -5.472715 -0.205 -0.023 0.029 0.135
H 2.858628 1.603415 -4.377748 -0.009 0.014 -0.050 0.135
H 2.373110 1.563031 -1.686061 -0.331 -0.047 -0.380 0.067
H -1.183787 0.641730 -3.716145 0.039 -0.039 -0.081 0.132
C -1.838404 1.505536 4.486485 0.163 -0.120 0.034 -0.046
C -0.673371 0.510290 4.548513 -0.137 0.027 0.171 -0.364
C -0.117286 0.406787 5.974457 0.020 0.085 -0.145 -0.037
C -1.098257 -0.865690 4.058921 0.009 0.093 -0.253 -0.150
C -2.129862 -1.511901 4.730843 0.066 -0.085 0.010 -0.039
C -2.551777 -2.770570 4.344094 0.019 -0.013 -0.013 -0.051
C -1.924701 -3.406703 3.285538 -0.146 0.073 -0.048 -0.028
C -0.892905 -2.799713 2.571857 0.136 -0.186 0.010 -0.134
C -0.228464 -3.627736 1.484134 0.161 0.214 -0.032 -0.347
C 1.301041 -3.650426 1.562386 -0.141 -0.098 -0.011 -0.036
C -0.707674 -3.215492 0.095734 -0.020 -0.167 0.159 -0.059
C -0.506261 -1.511368 2.956441 -0.487 0.071 0.323 -0.126
N 0.560877 -0.801954 2.305149 -1.097 0.039 -0.843 0.062
B 0.609128 0.089335 1.183058 1.658 -0.006 1.205 -0.454
N 1.829868 0.814390 1.323519 -0.690 0.141 -1.298 0.046
C 2.483774 0.344371 2.434562 -0.254 -0.648 0.903 -0.026
C 1.723458 -0.610599 3.025567 1.059 0.521 -0.184 -0.044
C 2.376348 1.890489 0.556246 0.173 0.439 -0.103 -0.129
C 3.567807 1.719814 -0.169147 0.174 -0.003 0.488 -0.184
C 4.115895 2.850570 -0.771237 0.080 0.063 0.083 -0.037
C 3.496545 4.085306 -0.708319 -0.033 0.001 0.048 -0.031
C 2.284763 4.213491 -0.051483 0.056 0.003 -0.137 -0.013
C 1.710335 3.128235 0.595936 -0.035 -0.343 0.275 -0.127
C 0.424023 3.333901 1.380525 -0.004 0.157 -0.170 -0.375
C 0.626165 4.377230 2.483357 -0.048 -0.120 -0.014 -0.038
C -0.717063 3.732613 0.436815 0.058 -0.083 0.230 -0.051
C 4.303887 0.404339 -0.408609 0.084 -0.090 0.353 -0.346
C 5.470732 0.234501 0.579177 -0.022 0.022 -0.189 -0.038
C 3.453996 -0.869106 -0.454572 0.040 0.063 -0.070 -0.050
H -1.517261 2.477121 4.862086 -0.034 0.042 -0.034 0.087
H -2.679255 1.173419 5.095912 -0.036 0.023 -0.007 0.083
H -2.181649 1.626678 3.456164 -0.046 0.081 -0.033 0.051
H 0.121856 0.912977 3.920908 -0.024 -0.080 -0.070 0.109
H -0.890196 0.089950 6.674251 0.007 -0.011 0.040 0.085
H 0.263666 1.373725 6.303070 -0.015 0.011 0.031 0.090
H 0.699125 -0.314128 6.021687 0.002 -0.012 0.048 0.083
H -2.590681 -1.039849 5.588539 -0.006 0.040 0.000 0.120
H -3.337286 -3.271865 4.894707 -0.002 -0.018 -0.016 0.117
H -2.218302 -4.414390 3.017334 0.003 -0.009 -0.003 0.123
H -0.563614 -4.655126 1.645478 -0.056 0.036 0.015 0.136
H 1.733231 -2.722893 1.192699 0.075 -0.030 0.026 0.050
H 1.684829 -4.468552 0.953097 0.019 0.009 -0.029 0.092
H 1.632508 -3.818003 2.587440 0.065 0.032 -0.005 0.095
H -0.379164 -2.197182 -0.147904 0.081 -0.013 -0.056 0.024
H -1.795221 -3.235181 0.031462 -0.039 0.025 -0.083 0.068
H -0.307633 -3.896047 -0.656224 0.012 0.102 -0.113 0.096
H 3.429959 0.747871 2.750160 0.020 0.025 -0.059 0.144
H 1.930395 -1.169296 3.922584 -0.100 -0.067 -0.014 0.151
H 5.046904 2.754942 -1.317248 0.010 -0.059 -0.006 0.130
H 3.958811 4.948304 -1.168113 -0.020 -0.006 -0.050 0.119
H 1.796227 5.178441 -0.020542 -0.015 0.011 0.018 0.121
H 0.140930 2.392791 1.864206 0.049 0.066 0.024 0.099
H 0.789313 5.367681 2.058910 0.014 0.030 0.013 0.085
H 1.489865 4.125253 3.098957 -0.010 0.024 0.034 0.092
H -0.253757 4.427868 3.125876 -0.010 0.028 -0.002 0.080
H -0.465412 4.636440 -0.116476 -0.055 0.015 -0.050 0.086
H -1.630759 3.922916 1.002318 -0.025 0.013 -0.018 0.084
H -0.917226 2.936127 -0.287237 -0.036 0.106 -0.078 0.037
H 4.755468 0.513021 -1.398841 -0.040 0.065 -0.014 0.135
H 5.121044 -0.084932 1.560288 -0.012 0.011 0.016 0.068
H 6.020173 1.168343 0.692277 0.058 -0.020 0.020 0.087
H 6.159065 -0.524877 0.208397 0.015 -0.027 0.048 0.091
H 3.209146 -1.235832 0.540936 -0.006 0.019 0.024 0.058
H 4.021989 -1.654829 -0.952898 -0.026 -0.014 -0.025 0.098
H 2.526726 -0.717162 -1.012948 0.011 -0.102 -0.035 0.059
```
Positions in Å, forces in eV/Å.

Output
2S+1	1
lowest unoccupied orbital energy (spin up / spin down)	-8.302 / -8.303	eV
net charge	+2
orbital gap (spin up / spin down)	4.96 / 4.96	eV
F_max	2.159	eV/Å

This record from the OMol25 dataset describes the ion C17H14N3O7S2 with charge -1 at a distorted geometry. The level of theory is ωB97M-V/def2-TZVPD.

Geometry as XYZ:
```
43
Properties=species:S:1:pos:R:3:forces:R:3:nbo_charge:R:1
C 0.151932 -4.395372 -2.676721 -0.119 -0.358 -0.171 -0.712
C 0.529657 -3.043821 -2.146934 0.568 1.752 0.215 0.395
O 0.653046 -2.063529 -2.874129 -0.160 -0.922 -0.193 -0.643
S 0.753569 -3.017193 -0.407785 -0.587 -0.554 -0.394 -0.091
C 1.574497 -1.614823 0.995155 0.820 0.877 0.262 0.059
C 0.864148 -2.075746 2.157533 -0.145 -0.376 0.399 -0.139
N 0.933463 -3.401555 2.573271 0.321 -0.725 0.286 0.505
O 0.171073 -3.810695 3.484501 0.691 0.545 -0.864 -0.477
O 1.783668 -4.140309 2.018755 -0.808 0.721 0.874 -0.459
C 0.016380 -1.049188 2.660633 0.004 0.154 -0.590 0.003
C -1.045276 -1.025797 3.576215 -0.065 0.392 0.123 -0.227
C -1.751464 0.161989 3.745472 0.265 0.604 -0.438 -0.172
C -1.370167 1.342270 3.038514 0.238 -1.662 0.369 -0.040
N -2.204808 2.493450 3.087669 -1.101 1.741 0.218 0.507
O -3.231317 2.468159 3.805618 1.551 0.063 -1.070 -0.423
O -1.893879 3.488593 2.391843 -0.486 -1.465 1.099 -0.423
C -0.264536 1.345243 2.172909 -0.017 -0.189 -0.331 -0.156
C 0.359058 0.136913 1.934758 -0.902 -0.354 0.624 0.119
N 1.311482 -0.211419 0.964748 0.995 0.507 0.124 -0.669
S 2.379175 0.976197 0.318374 -1.143 -1.316 -0.044 2.316
O 3.435181 0.190589 -0.252284 -0.043 0.535 0.052 -0.915
O 2.614394 1.995736 1.300820 0.014 -0.298 -0.381 -0.912
C 1.264704 1.583774 -0.920558 -0.066 0.647 -0.361 -0.294
C 0.861902 2.922107 -0.990912 0.023 -0.247 0.173 -0.192
C -0.116269 3.279987 -1.917562 0.134 -0.049 -0.011 -0.231
C -0.676876 2.328791 -2.780231 0.266 0.025 0.228 0.007
C -1.713060 2.715028 -3.792113 -0.177 0.052 -0.077 -0.631
C -0.249050 1.004949 -2.697427 0.089 0.158 -0.028 -0.207
C 0.722943 0.641195 -1.782620 0.189 -0.342 0.282 -0.180
H -0.936318 -4.423468 -2.796792 0.128 -0.066 0.010 0.231
H 0.616468 -4.522598 -3.657407 -0.077 0.014 0.055 0.225
H 0.468527 -5.192130 -2.001240 -0.137 0.091 -0.106 0.235
H 2.610480 -1.868686 0.788658 -0.302 -0.099 0.017 0.258
H -1.304346 -1.941088 4.104514 0.007 0.315 -0.124 0.248
H -2.618275 0.213830 4.399656 0.210 -0.025 -0.174 0.238
H 0.048884 2.263827 1.691181 -0.218 -0.175 -0.035 0.247
H 1.288570 3.649543 -0.301675 -0.133 -0.121 -0.163 0.235
H -0.457568 4.315472 -1.974307 0.125 -0.254 0.056 0.211
H -2.042364 1.827662 -4.338995 -0.033 0.179 0.015 0.216
H -2.583832 3.172936 -3.311136 0.087 -0.049 -0.078 0.221
H -1.312194 3.436594 -4.512016 -0.054 -0.078 0.077 0.216
H -0.672006 0.243437 -3.351450 0.140 0.133 0.157 0.229
H 1.030389 -0.400858 -1.726514 -0.090 0.219 -0.081 0.272
```
Positions in Å, forces in eV/Å.

Output
2S+1	1
lowest unoccupied orbital energy	1.866	eV
net charge	-1
orbital gap	6.35	eV
SMILES	CC(=O)S[C@@H]1C(=[N+]([O-])[O-])c2ccc([N+](=O)[O-])cc2N1S(=O)(=O)c1ccc(C)cc1
F_max	2.072	eV/Å